The molecule CHF3N2O3 at a distorted geometry, computed with ωB97M-V/def2-TZVPD.

CARTESIAN COORDINATES (ANGSTROEM)
C  -2.3611  -0.2576  -0.0321
N  -0.9955  0.1454  0.2225
N  -0.6625  1.4713  0.1089
O  -1.5410  2.2825  0.1271
O  0.5303  1.6221  -0.0270
O  0.0920  -0.6710  -0.0934
F  -2.6839  -0.0284  -1.2770
F  -2.5108  -1.5097  0.2557
F  -3.1421  0.4441  0.8074
H  0.8268  -0.2358  -0.6310

Calculated values
Energy relative to the best compared isomer or geometry (same formula, charge and spin): 18.42 kJ/mol
HOMO-LUMO gap: 11.182 eV
Max |F|: 2.16 eV/Å
E_HOMO: -0.407 hartree
Molecular weight: 146.0 Da
SMILES: O=[N+]([O-])N(O)C(F)(F)F